DFT (ωB97M-V with the def2-TZVPD basis set) results for a structure of composition C45H49N2O2PPdS4.

Lowest unoccupied orbital energy (alpha / beta): -5.09 / -6.51 eV
ΔE to the lowest compared entry with this formula, charge and spin: 18.84 kcal/mol
Spin multiplicity: 3
⟨S²⟩: 2.01
Charge: +2
E: -4065.587374 Eh
F_max: 1.3 eV/A
Kohn-Sham gap (alpha / beta): 7.426 / 5.975 eV

Geometry (Å):
1 Pd 1.10 0.11 0.57
2 C 2.53 0.79 5.04
3 C 1.18 0.14 4.80
4 S 0.87 -0.58 3.15
5 C 1.99 -2.01 3.13
6 C 3.41 -1.72 2.67
7 S 3.55 -0.91 1.05
8 C 3.54 0.89 1.43
9 C 4.13 1.41 2.74
10 S 2.91 2.14 3.88
11 H 3.34 0.06 5.03
12 H 2.51 1.25 6.03
13 H 0.39 0.89 4.89
14 H 0.99 -0.66 5.51
15 H 1.53 -2.72 2.45
16 H 2.00 -2.43 4.14
17 H 3.95 -2.67 2.55
18 H 3.96 -1.12 3.39
19 H 2.46 1.18 1.33
20 H 4.09 1.31 0.59
21 H 4.79 2.24 2.52
22 H 4.71 0.67 3.27
23 N 0.19 -1.88 0.21
24 S -0.80 -2.62 1.23
25 C -0.36 -4.38 1.12
26 C -1.16 -5.30 1.77
27 C -0.81 -6.64 1.74
28 C 0.34 -7.04 1.07
29 C 1.14 -6.10 0.43
30 C 0.79 -4.76 0.46
31 C -2.48 -2.81 0.62
32 C -2.75 -3.33 -0.64
33 C -4.06 -3.57 -0.99
34 C -5.09 -3.31 -0.09
35 C -4.81 -2.79 1.17
36 C -3.49 -2.54 1.53
37 H -0.01 -2.06 -0.78
38 H -2.06 -4.98 2.30
39 H -1.43 -7.37 2.25
40 H 0.61 -8.08 1.05
41 H 2.04 -6.42 -0.08
42 H 1.41 -4.01 -0.03
43 H -1.94 -3.56 -1.32
44 H -4.29 -3.98 -1.97
45 H -6.11 -3.52 -0.37
46 H -5.61 -2.59 1.87
47 H -3.25 -2.13 2.50
48 C 1.40 2.73 -5.91
49 O 0.73 1.62 -5.32
50 C -0.55 1.78 -4.91
51 C -1.25 2.98 -4.99
52 C -2.56 3.05 -4.57
53 C -3.21 1.93 -4.08
54 C -2.54 0.72 -4.04
55 C -1.21 0.63 -4.44
56 N -0.64 -0.66 -4.57
57 C 0.60 -1.10 -4.43
58 C 1.69 -0.62 -3.69
59 C 2.97 -1.00 -4.18
60 C 4.13 -0.53 -3.63
61 C 4.06 0.35 -2.54
62 C 2.85 0.70 -2.00
63 C 1.62 0.16 -2.47
64 O 0.56 0.26 -1.76
65 H 2.40 2.38 -6.13
66 H 1.45 3.56 -5.21
67 H 0.91 3.04 -6.83
68 H -0.77 3.86 -5.39
69 H -3.09 4.00 -4.64
70 H -4.24 1.99 -3.75
71 H -3.05 -0.18 -3.71
72 H -1.28 -1.31 -5.01
73 H 0.79 -2.00 -5.01
74 H 3.01 -1.64 -5.05
75 H 5.09 -0.83 -4.04
76 H 4.98 0.75 -2.12
77 H 2.77 1.38 -1.16
78 C 0.20 3.20 -0.73
79 P -0.10 2.18 0.74
80 C -1.89 1.87 0.66
81 C -2.34 0.76 -0.04
82 C -3.70 0.53 -0.18
83 C -4.61 1.38 0.42
84 C -4.17 2.50 1.11
85 C -2.81 2.75 1.23
86 C 0.14 3.28 2.15
87 C 0.94 4.41 2.06
88 C 1.11 5.22 3.18
89 C 0.49 4.90 4.37
90 C -0.30 3.76 4.47
91 C -0.47 2.94 3.36
92 H -0.41 4.10 -0.69
93 H -0.09 2.61 -1.60
94 H 1.25 3.46 -0.81
95 H -1.61 0.10 -0.50
96 H -4.05 -0.32 -0.76
97 H -5.67 1.18 0.33
98 H -4.88 3.17 1.56
99 H -2.47 3.63 1.76
100 H 1.42 4.68 1.13
101 H 1.73 6.11 3.10
102 H 0.61 5.54 5.24
103 H -0.78 3.51 5.40
104 H -1.09 2.06 3.42

Löwdin population analysis, charges in e, atoms 1 to 5:
1 Pd 0.586
2 C -0.487
3 C -0.476
4 S 0.844
5 C -0.477

***

DFT (ωB97M-V with the def2-TZVPD basis set) results for a structure of composition C45H50BF4IN8O9Ti.

Lowest unoccupied orbital energy (alpha / beta): 3.15 / 3.10 eV
ΔE to the lowest compared entry with this formula, charge and spin: 74.50 kcal/mol
Spin multiplicity: 3
⟨S²⟩: 2.14
Charge: -2
E: -4431.389938 Eh
F_max: 4.8 eV/A
Kohn-Sham gap (alpha / beta): 4.215 / 4.649 eV

Geometry (Å):
1 Ti -0.33 0.62 -0.02
2 C 0.27 6.66 -0.62
3 C 0.06 5.71 -1.81
4 C -0.69 4.44 -1.53
5 C -1.70 3.75 -2.23
6 C -2.36 4.43 -3.42
7 C -1.38 4.86 -4.54
8 C -1.83 2.47 -1.67
9 C -2.65 1.38 -2.08
10 C -2.83 0.16 -1.36
11 C -3.63 -0.84 -1.82
12 C -4.27 -0.93 -3.20
13 C -3.22 -1.29 -4.25
14 C -3.77 -1.76 -0.79
15 C -2.98 -1.25 0.32
16 C -3.01 -1.65 1.70
17 C -2.03 -1.37 2.66
18 N -0.65 -1.00 2.34
19 C 0.03 -0.51 3.52
20 C 1.28 0.11 3.40
21 C 1.70 0.95 2.32
22 N 0.76 1.58 1.40
23 C 1.49 2.68 1.02
24 C 0.86 3.74 0.34
25 C -0.26 3.57 -0.45
26 N -0.94 2.34 -0.56
27 C 2.79 2.74 1.53
28 C 2.95 1.66 2.32
29 C 4.17 1.46 3.26
30 C 4.26 0.08 4.00
31 C 3.99 3.61 0.97
32 C 4.48 4.82 1.82
33 C -0.86 -0.78 4.62
34 C -2.06 -1.35 4.11
35 C -3.05 -1.91 5.07
36 C -4.46 -2.35 4.61
37 C -0.34 -0.59 6.00
38 C 0.54 -1.75 6.42
39 N -2.33 -0.09 -0.07
40 C -4.67 -2.95 -0.69
41 C -4.55 -4.05 -1.81
42 H 0.51 7.70 -0.94
43 H 0.88 6.43 0.19
44 H -0.70 6.85 -0.20
45 H 0.99 5.41 -2.30
46 H -0.48 6.20 -2.58
47 H -2.84 5.31 -2.97
48 H -3.09 3.66 -3.75
49 H -1.27 4.13 -5.29
50 H -0.44 5.04 -4.13
51 H -1.75 5.75 -4.99
52 H -3.21 1.46 -3.00
53 H -4.52 0.09 -3.30
54 H -5.25 -1.50 -3.27
55 H -2.93 -0.40 -4.91
56 H -3.38 -2.15 -4.92
57 H -2.34 -1.51 -3.63
58 H -3.93 -2.00 2.24
59 H 2.03 0.01 4.23
60 H 1.21 4.70 0.73
61 H 4.20 2.28 3.99
62 H 5.16 1.58 2.69
63 H 3.64 -0.01 4.88
64 H 5.31 -0.07 4.32
65 H 4.00 -0.82 3.42
66 H 3.68 3.92 -0.08
67 H 4.78 2.89 0.70
68 H 4.27 4.59 2.84
69 H 3.90 5.77 1.53
70 H 5.57 4.97 1.69
71 H -3.13 -1.21 5.92
72 H -2.55 -2.72 5.67
73 H -4.51 -3.14 3.87
74 H -5.03 -1.57 4.07
75 H -5.09 -2.73 5.47
76 H -1.32 -0.51 6.62
77 H 0.16 0.30 6.07
78 H 0.83 -2.34 5.59
79 H 0.05 -2.41 7.16
80 H 1.42 -1.32 6.91
81 H -5.62 -2.37 -0.70
82 H -4.63 -3.41 0.32
83 H -5.12 -3.78 -2.73
84 H -4.85 -5.06 -1.49
85 H -3.48 -4.15 -2.23
86 O 0.42 -1.16 0.29
87 C 0.09 -1.72 1.41
88 N 0.69 0.03 -4.86
89 C -0.41 0.47 -5.58
90 O -1.24 1.27 -5.09
91 C -0.54 -0.05 -7.03
92 I 1.25 0.33 -8.14
93 H 0.74 0.31 -3.82
94 H 1.15 -0.79 -5.16
95 H -1.33 0.47 -7.56
96 H -0.66 -1.15 -6.96
97 F 5.83 3.35 -1.87
98 B 5.03 3.92 -2.78
99 F 4.19 4.85 -2.43
100 F 4.95 3.47 -4.04
101 F 0.50 0.32 -1.68
102 O 3.56 -7.83 1.41
103 N 3.27 -6.71 1.81
104 O 3.39 -6.36 2.99
105 C 2.70 -5.82 0.84
106 C 2.09 -4.75 1.46
107 C 1.20 -3.95 0.79
108 C 0.74 -4.02 -0.57
109 O -0.31 -3.53 -1.03
110 C 2.41 -5.44 -1.54
111 C 2.88 -6.24 -0.51
112 N 2.75 -6.06 -2.87
113 O 3.62 -6.92 -2.94
114 O 2.37 -5.38 -3.95
115 N 0.52 -2.98 1.68
116 O 0.52 -3.30 2.93
117 O 1.83 -4.22 -1.56
118 H 2.28 -4.62 2.55
119 H 3.58 -7.03 -0.70

Löwdin population analysis, charges in e, atoms 1 to 5:
1 Ti 1.083
2 C -0.089
3 C -0.194
4 C -0.122
5 C -0.127

***

DFT (ωB97M-V with the def2-TZVPD basis set) results for a cluster of 6 separate species, C45H50BN5O11 in total.

Lowest unoccupied orbital energy: -1.80 eV
Structure (SMILES): CCCCCCC[C@@](C#N)(CCN)[C@@](C#N)(CNC)B(N)O.O=C1C=CC(=O)C=C1.O=C1C=CC(=O)C=C1.O=C1C=CC(=O)C=C1.O=C1C=CC(=O)C=C1.O=C1C=CC(=O)C=C1
ΔE to the lowest compared entry with this formula, charge and spin: 17.99 kcal/mol
Spin multiplicity: 1
Charge: 0
E: -2870.841929 Eh
F_max: 4.4 eV/A
Kohn-Sham gap: 7.028 eV

Geometry (Å):
1 C -0.98 1.33 5.12
2 C -0.13 0.00 5.19
3 C -0.12 -0.71 3.78
4 C 1.21 -1.41 3.41
5 C 2.48 -0.52 3.53
6 C 3.08 -0.04 2.16
7 C 2.09 0.97 1.48
8 C 2.17 1.07 -0.08
9 C 1.52 2.43 -0.43
10 N 1.08 3.42 -0.74
11 C 3.67 1.19 -0.50
12 C 3.98 2.14 -1.70
13 N 4.35 3.52 -1.31
14 C 1.34 0.00 -0.87
15 C 1.41 0.23 -2.38
16 N 1.41 0.52 -3.48
17 C 1.80 -1.50 -0.66
18 N 2.98 -1.83 -1.51
19 C 4.00 -2.59 -0.76
20 B -0.26 0.03 -0.53
21 N -0.72 -0.94 0.48
22 O -1.13 0.94 -1.14
23 H -1.97 1.18 5.59
24 H -1.18 1.66 4.08
25 H -0.50 2.17 5.65
26 H 0.87 0.23 5.59
27 H -0.65 -0.62 5.94
28 H -0.48 0.01 3.02
29 H -0.90 -1.51 3.83
30 H 1.33 -2.31 4.06
31 H 1.08 -1.82 2.38
32 H 3.28 -1.07 4.07
33 H 2.30 0.41 4.11
34 H 3.99 0.54 2.43
35 H 3.43 -0.86 1.51
36 H 1.08 0.78 1.89
37 H 2.38 1.98 1.86
38 H 4.21 1.62 0.38
39 H 4.17 0.22 -0.70
40 H 4.89 1.73 -2.19
41 H 3.21 2.17 -2.48
42 H 4.71 3.54 -0.36
43 H 3.51 4.11 -1.29
44 H 1.93 -1.80 0.39
45 H 0.97 -2.13 -1.07
46 H 2.63 -2.37 -2.30
47 H 4.69 -3.07 -1.49
48 H 3.51 -3.37 -0.13
49 H 4.60 -1.88 -0.17
50 H -1.51 -0.58 1.01
51 H -0.92 -1.84 0.06
52 H -1.50 1.48 -0.42
53 C -0.91 -3.58 -6.76
54 C -0.11 -4.35 -6.02
55 C 0.18 -4.02 -4.61
56 O 0.92 -4.72 -3.93
57 C -0.45 -2.81 -4.05
58 C -1.25 -2.04 -4.78
59 C -1.54 -2.36 -6.19
60 O -2.27 -1.66 -6.87
61 H -1.13 -3.81 -7.79
62 H 0.36 -5.24 -6.41
63 H -0.23 -2.58 -3.01
64 H -1.71 -1.15 -4.38
65 C 5.11 1.95 -6.92
66 C 4.74 1.90 -8.20
67 C 3.31 2.04 -8.58
68 O 2.97 1.99 -9.75
69 C 2.33 2.25 -7.50
70 C 2.70 2.30 -6.22
71 C 4.13 2.16 -5.83
72 O 4.47 2.21 -4.67
73 H 6.15 1.85 -6.62
74 H 5.45 1.75 -9.00
75 H 1.29 2.35 -7.80
76 H 2.00 2.45 -5.42
77 C -1.60 5.40 2.24
78 C -0.82 4.63 2.98
79 C -0.51 4.98 4.39
80 O 0.21 4.27 5.07
81 C -1.11 6.22 4.94
82 C -1.89 6.99 4.19
83 C -2.20 6.64 2.79
84 O -2.92 7.35 2.11
85 H -1.84 5.17 1.21
86 H -0.37 3.72 2.60
87 H -0.87 6.45 5.97
88 H -2.34 7.90 4.58
89 C -2.47 -4.33 7.20
90 C -2.88 -4.61 8.44
91 C -3.46 -3.57 9.31
92 O -3.83 -3.83 10.44
93 C -3.58 -2.20 8.76
94 C -3.17 -1.92 7.53
95 C -2.59 -2.96 6.65
96 O -2.22 -2.70 5.52
97 H -2.04 -5.08 6.55
98 H -2.80 -5.61 8.86
99 H -4.01 -1.45 9.41
100 H -3.24 -0.92 7.10
101 C -7.03 -1.90 -2.47
102 C -5.89 -2.52 -2.15
103 C -4.81 -2.69 -3.15
104 O -3.78 -3.26 -2.86
105 C -5.04 -2.15 -4.51
106 C -6.17 -1.53 -4.83
107 C -7.25 -1.35 -3.83
108 O -8.29 -0.79 -4.12
109 H -7.83 -1.76 -1.76
110 H -5.71 -2.92 -1.17
111 H -4.23 -2.28 -5.22
112 H -6.35 -1.13 -5.81

Löwdin population analysis, charges in e, atoms 1 to 5:
1 C -0.098
2 C -0.213
3 C -0.218
4 C -0.189
5 C -0.189

***

DFT (ωB97M-V with the def2-TZVPD basis set) results for a structure of composition C45H51AsBrI2MoN4O6SSi2Te.

Lowest unoccupied orbital energy (alpha / beta): 3.30 / 3.30 eV
ΔE to the lowest compared entry with this formula, charge and spin: 0.00 kcal/mol
Spin multiplicity: 4
⟨S²⟩: 3.77
Charge: -2
E: -9134.535344 Eh
F_max: 3.7 eV/A
Kohn-Sham gap (alpha / beta): 5.005 / 5.282 eV

Geometry (Å):
1 Mo -1.18 1.49 -0.08
2 O -5.07 0.24 -4.57
3 C -4.22 0.39 -3.56
4 C -3.51 -0.70 -2.98
5 C -2.81 -0.29 -1.86
6 N -2.72 0.94 -1.36
7 C -3.30 1.94 -2.04
8 C -4.03 1.71 -3.12
9 C -3.06 3.27 -1.42
10 O -3.92 4.14 -1.54
11 O -2.00 3.40 -0.69
12 C -1.82 -1.19 -1.13
13 O -1.82 -2.41 -1.29
14 O -0.93 -0.59 -0.47
15 H -5.13 -0.70 -4.79
16 H -3.55 -1.69 -3.32
17 H -4.64 2.51 -3.53
18 I 1.86 -1.72 -7.02
19 C 0.86 -2.78 -5.59
20 C 0.18 -2.16 -4.63
21 N -0.42 -3.14 -3.93
22 N -0.05 -4.34 -4.28
23 C 0.77 -4.16 -5.28
24 H 0.00 -1.12 -4.40
25 H -0.94 -2.97 -3.11
26 H 1.17 -5.01 -5.80
27 S 0.81 2.23 1.22
28 Br -3.01 -5.98 2.87
29 C -1.63 -5.08 3.81
30 C -1.57 -5.23 5.18
31 C -0.72 -4.49 5.94
32 C 0.12 -3.52 5.41
33 C 0.02 -3.30 4.03
34 C -0.86 -4.06 3.26
35 I -1.10 -3.51 1.33
36 H -2.27 -5.93 5.66
37 H -0.70 -4.70 7.00
38 H 0.76 -2.97 6.02
39 H 0.52 -2.45 3.60
40 C -3.08 -1.15 4.26
41 Si -2.58 0.74 4.01
42 C -3.45 1.59 5.51
43 C -0.73 1.11 4.34
44 As -3.21 1.74 1.96
45 Si -5.07 0.42 1.45
46 C -4.73 -1.45 1.10
47 C -6.53 0.26 2.64
48 C -5.79 1.21 -0.10
49 H -2.70 -1.49 5.33
50 H -2.71 -1.81 3.48
51 H -4.12 -1.28 4.24
52 H -3.16 1.28 6.55
53 H -4.56 1.42 5.31
54 H -3.46 2.74 5.50
55 H -0.46 0.64 5.24
56 H -0.67 2.19 4.53
57 H -0.08 0.93 3.56
58 H -5.75 -1.78 0.99
59 H -4.27 -2.03 1.98
60 H -4.18 -1.53 0.14
61 H -6.31 -0.22 3.66
62 H -7.31 -0.30 2.06
63 H -6.94 1.21 2.99
64 H -5.79 0.38 -0.78
65 H -5.34 2.02 -0.57
66 H -6.85 1.49 0.10
67 C 8.04 2.49 2.39
68 C 6.71 2.23 1.71
69 C 6.49 2.34 0.36
70 C 5.23 2.07 -0.19
71 C 5.16 2.17 -1.68
72 C 4.14 1.66 0.59
73 Te 2.25 1.80 -0.61
74 N 0.23 1.61 -1.56
75 C 0.16 1.41 -2.85
76 O -0.64 0.60 -3.39
77 C 1.00 2.25 -3.79
78 C 1.53 1.66 -4.96
79 C 2.35 2.39 -5.79
80 C 2.45 3.81 -5.63
81 C 1.84 4.47 -4.54
82 C 1.20 3.57 -3.66
83 C 2.47 -0.22 -1.31
84 C 2.91 -0.44 -2.57
85 C 2.99 -1.70 -3.13
86 C 2.78 -2.79 -2.36
87 C 2.47 -2.61 -1.01
88 C 2.16 -1.35 -0.51
89 C 1.88 -1.21 0.97
90 C 4.37 1.52 2.00
91 C 3.42 0.88 2.99
92 C 5.61 1.79 2.50
93 H 8.67 3.14 1.72
94 H 8.59 1.59 2.56
95 H 7.92 2.99 3.36
96 H 7.31 2.79 -0.24
97 H 6.18 2.33 -2.06
98 H 4.65 3.01 -2.13
99 H 4.85 1.25 -2.11
100 H 1.45 0.59 -5.01
101 H 2.96 1.94 -6.58
102 H 3.18 4.23 -6.28
103 H 2.13 5.52 -4.20
104 H 0.80 3.95 -2.75
105 H 3.15 0.45 -3.19
106 H 3.14 -1.74 -4.22
107 H 2.62 -3.81 -2.74
108 H 2.05 -3.44 -0.45
109 H 1.94 -2.24 1.44
110 H 0.93 -0.74 1.09
111 H 2.64 -0.60 1.43
112 H 2.42 0.65 2.60
113 H 3.22 1.58 3.79
114 H 3.92 0.06 3.43
115 H 5.79 1.68 3.55

Löwdin population analysis, charges in e, atoms 1 to 5:
1 Mo 1.108
2 O 0.079
3 C -0.271
4 C 0.091
5 C -0.190